No. 1
Computed, not measured: the ion C7H12NOS with charge +1 in a non-equilibrium geometry, with ωB97M-V with the def2-TZVPD basis set.

Calculated values
HOMO-LUMO gap, eV: 7.343
Total charge: +1

Element x y z (Å)
C -0.0425 -1.4579 0.8822
C -1.5315 -1.4666 0.7890
C -1.4616 0.3481 -0.9055
C 2.0872 -0.1280 0.5543
C 0.5293 -0.1285 0.7897
C 0.9968 0.5236 -1.6976
C -0.0231 0.6639 -0.5344
N -0.0807 2.1213 -0.0625
O -1.9146 -0.9311 -0.4922
S 2.4539 -0.1416 -1.2732
H 0.1278 -1.9245 1.7739
H 0.4521 -1.9961 0.0541
H -1.9954 -2.3810 0.6848
H -2.1481 -0.9474 1.5434
H -2.1182 1.0592 -0.4377
H -1.8102 0.2192 -1.9287
H 2.4976 0.9260 0.9539
H 2.7414 -0.9819 0.9936
H 0.4127 0.5334 1.6239
H 0.8362 0.8894 -2.7509
H 0.8462 2.5749 -0.0686
H -0.8553 2.6254 -0.4912

Atomic forces in eV per Å
C -0.7 -0.7 -1.5
C -1.0 2.6 -1.8
C -1.5 -2.2 0.4
C 1.3 0.9 1.2
C 2.0 1.8 -2.6
C 0.1 -0.2 0.8
C 0.7 1.9 1.2
N 1.0 -1.4 -0.9
O 0.4 -0.3 -0.1
S -1.4 0.9 0.3
H 1.3 -1.3 2.5
H -0.8 -0.6 0.3
H -0.3 -2.5 0.3
H 0.9 0.2 0.3
H -0.1 0.8 0.4
H 1.0 1.1 -0.6
H -0.5 -2.5 -1.0
H -1.4 1.5 -0.5
H -0.7 0.2 0.4
H 0.0 -0.5 1.2
H -1.0 0.1 -0.2
H 0.7 0.2 -0.1


No. 2
Computed, not measured: a structure of composition C26H66Ag2NO20P2 in a non-equilibrium geometry, with ωB97M-V with the def2-TZVPD basis set.

Calculated values
HOMO-LUMO gap, eV: 6.519
Total charge: +1

Element x y z (Å)
Ag -0.0624 -3.3785 -1.3991
Ag 1.8722 -1.8613 -3.4220
N 1.0718 -0.7761 -1.1529
O 1.2893 -0.7183 -2.3638
O 1.6141 0.0418 -0.3817
O 0.1450 -1.5329 -0.8002
C 1.3735 -1.3649 1.3931
O 1.9266 -0.3186 2.1448
P 2.4858 -0.6353 3.6410
O 3.2485 -1.9236 3.7847
O 3.2611 0.7467 4.1020
C 4.3778 1.1470 3.3436
O 1.1440 -0.5422 4.5960
C 0.4387 0.6649 4.7507
H 0.3276 -1.1059 1.2285
H 1.3775 -2.3471 1.8658
H 1.8237 -1.3612 0.4004
H 5.3034 0.8984 3.8628
H 4.4284 2.1830 3.0085
H 4.4130 0.6111 2.3950
H 0.9630 1.5414 4.3700
H 0.2411 0.8106 5.8127
H -0.5168 0.5745 4.2341
C 2.1305 3.3746 4.2932
O 1.9798 3.0569 2.9320
P 3.0075 3.6621 1.8313
O 4.4855 3.5989 2.1380
O 2.6107 2.8085 0.5002
C 2.5514 1.3997 0.6410
O 2.4162 5.1600 1.6422
C 1.0773 5.3289 1.1463
H 1.3079 4.0221 4.5967
H 3.0788 3.7499 4.6781
H 2.1513 2.4800 4.9155
H 2.8677 1.0550 -0.3435
H 1.5277 1.0281 0.6847
H 3.2628 0.9888 1.3573
H 0.7843 4.5261 0.4697
H 0.9454 6.1817 0.4804
H 0.3404 5.4757 1.9359
C 2.5394 1.2396 -3.2680
O 1.9424 2.3770 -2.7047
C 0.8273 1.9851 -1.8168
C -0.1640 3.1352 -1.5779
O -0.7919 3.4997 -2.7722
C -1.8279 4.5012 -2.7835
H 1.8508 0.5629 -3.7740
H 3.0769 0.6286 -2.5428
H 3.1787 1.6916 -4.0264
H 1.3165 1.7945 -0.8615
H 0.3304 1.0714 -2.1428
H 0.3845 4.0117 -1.2330
H -0.9423 2.8841 -0.8572
H -1.5571 5.5565 -2.7497
H -2.5983 4.3302 -2.0317
H -2.3134 4.4264 -3.7566
C -2.0562 -3.9603 -3.6698
O -1.7149 -3.5120 -2.3796
C -2.8472 -2.9979 -1.6999
C -2.4028 -2.1550 -0.5508
O -1.3876 -2.8846 0.1517
C -0.9682 -2.1914 1.3372
H -3.0073 -4.4911 -3.7136
H -1.2560 -4.6195 -4.0065
H -2.0381 -3.2033 -4.4538
H -3.3529 -3.8409 -1.2292
H -3.4549 -2.3331 -2.3139
H -3.3020 -1.8413 -0.0207
H -1.9583 -1.2581 -0.9822
H 0.1034 -2.3731 1.4200
H -1.3906 -2.5233 2.2856
H -1.1811 -1.1251 1.2607
C -0.8514 -0.4572 -2.6414
O -2.2631 -0.3245 -2.9433
C -2.7119 1.0076 -3.2888
C -2.9119 1.9434 -2.0775
O -4.0290 1.5788 -1.2472
C -4.3191 0.1812 -0.9947
H -0.6134 -1.5084 -2.4789
H -0.6537 0.1730 -1.7742
H -0.1471 -0.1254 -3.4042
H -3.6941 1.0094 -3.7615
H -2.0468 1.4423 -4.0351
H -3.1148 2.9738 -2.3692
H -2.0119 2.0036 -1.4656
H -5.1981 0.0982 -0.3555
H -3.4621 -0.2814 -0.5052
H -4.4924 -0.3736 -1.9168
C 2.7363 -3.0470 -0.6684
O 1.5265 -3.5820 -0.1574
C 1.4721 -4.9990 -0.2772
C 0.1650 -5.5138 0.2923
O -0.9690 -5.1480 -0.4833
C -2.2378 -5.3838 0.1057
H 2.7029 -1.9576 -0.6759
H 2.8504 -3.2956 -1.7235
H 3.5862 -3.3016 -0.0352
H 2.3097 -5.4458 0.2586
H 1.6559 -5.3392 -1.2963
H -0.0145 -5.0906 1.2806
H 0.3030 -6.5941 0.3363
H -2.3192 -6.3669 0.5693
H -2.9403 -5.3575 -0.7274
H -2.5362 -4.7123 0.9107
C -1.8220 0.4314 1.1966
C -0.6516 1.0569 0.4637
C -0.4576 2.3481 1.2390
O -1.8208 2.7558 1.4478
C -2.6037 1.5829 1.7759
H -1.3953 -0.2186 1.9605
H -2.3676 -0.2454 0.5391
H -0.8505 1.3371 -0.5707
H 0.2442 0.4367 0.4958
H 0.1513 3.1717 0.8661
H 0.0294 2.1025 2.1826
H -3.5235 1.8591 1.2602
H -2.8116 1.5403 2.8450

Atomic forces in eV per Å
Ag 2.7 -3.0 -4.0
Ag 5.1 -10.1 -9.6
N -2.2 0.2 2.2
O -1.6 8.1 7.6
O -1.9 -6.9 -7.1
O 3.3 5.0 2.4
C 1.1 0.6 0.7
O 1.3 -0.8 3.1
P 0.2 -0.1 1.7
O -1.6 2.3 -0.5
O -2.0 -2.0 -0.6
C 1.9 -0.8 -0.7
O 2.4 -1.0 -1.2
C -0.7 0.6 0.0
H 2.7 1.3 0.3
H 1.2 0.3 0.7
H 0.4 -1.3 3.1
H -0.1 -0.1 0.2
H -0.4 -0.4 1.1
H 0.3 -0.4 0.2
H -0.3 -0.7 -0.1
H 0.0 0.0 0.0
H -0.1 0.0 0.0
C 0.2 0.2 2.1
O 1.4 -0.1 -1.1
P 0.9 0.4 -0.6
O -3.0 1.4 -0.8
O 0.3 2.8 2.3
C 2.8 2.6 -0.1
O 0.5 -1.0 -0.6
C -0.6 0.1 -0.7
H 0.1 0.1 0.0
H 0.3 0.9 -1.1
H -0.5 0.0 -0.4
H 1.5 1.3 0.9
H 1.6 3.0 2.5
H -0.7 0.7 -0.3
H 0.3 0.1 0.6
H 0.9 0.5 0.3
H 0.2 -0.4 0.3
C 0.8 1.4 -1.0
O -2.1 -0.8 0.8
C 1.0 2.0 0.0
C 0.6 1.3 -0.8
O -0.9 0.6 -1.5
C 0.3 0.0 -0.3
H -0.2 0.6 -0.5
H 0.4 0.2 0.0
H 0.5 -0.5 0.1
H -0.9 0.7 -0.8
H 0.8 1.8 -0.4
H 0.2 -0.1 0.2
H 0.7 0.7 0.0
H 0.9 -0.1 0.4
H 0.4 0.5 0.3
H 0.0 -0.3 0.0
C 0.7 -0.8 -1.5
O -3.8 0.1 -3.2
C -0.6 0.2 1.1
C 0.9 -0.4 -0.6
O -4.1 1.6 3.2
C -0.7 -2.6 -0.2
H 0.0 0.0 0.3
H -0.1 -0.4 0.3
H -0.4 0.7 0.4
H -0.6 0.3 -0.9
H -0.1 -0.5 -0.4
H 0.2 -0.7 0.7
H -0.2 -0.1 0.5
H -3.1 -1.9 -0.1
H -0.9 -0.5 0.0
H 0.7 -2.8 -0.7
C -3.3 0.9 -2.2
O 0.4 0.2 -0.6
C 0.0 0.6 0.5
C -0.3 -1.3 0.2
O -0.6 -0.7 0.0
C 0.8 1.0 -0.4
H -1.3 0.9 -0.7
H -0.9 -0.9 -0.4
H -1.5 0.6 -1.0
H -0.1 -0.9 -0.1
H 0.3 0.2 0.2
H -0.4 -1.2 -0.3
H -0.8 -0.5 -0.3
H 0.0 0.4 0.0
H -0.8 0.6 -0.4
H -0.2 0.1 -0.1
C 0.6 0.5 0.1
O 2.6 -0.6 0.7
C 0.5 -0.9 0.6
C -0.3 -0.1 0.4
O 0.0 -2.6 0.5
C -0.2 -1.2 0.2
H 0.2 -0.6 0.2
H 0.4 -0.8 0.0
H 0.1 -0.3 -0.2
H 0.0 0.0 0.6
H -0.3 0.2 -0.4
H 0.4 -0.2 0.4
H -0.4 -0.2 0.2
H 0.3 -0.4 -0.3
H 0.0 -0.2 0.4
H 0.3 0.5 -0.3
C -0.3 0.7 0.2
C 0.3 0.4 0.4
C -0.8 -0.6 1.2
O 0.8 0.5 0.4
C -0.2 1.8 -0.9
H -0.7 2.0 1.1
H 0.0 0.8 0.7
H -0.3 -0.9 0.9
H -1.7 0.4 0.3
H -0.7 -0.8 -0.3
H -0.2 -0.1 0.3
H -0.3 -0.8 0.1
H 0.3 -0.2 0.1


No. 3
Computed, not measured: a cluster of 33 separate species, H66O33 in total in a non-equilibrium geometry, with ωB97M-V with the def2-TZVPD basis set.

Calculated values
HOMO-LUMO gap, eV: 8.193

Element x y z (Å)
O -2.5261 3.9843 -0.3374
H -3.0663 3.9914 0.4528
H -2.9848 4.5625 -0.9469
O -4.0465 -0.9080 3.2382
H -4.0850 -1.7391 3.7114
H -4.2622 -1.1364 2.3340
O 3.0745 3.4842 3.1713
H 3.3561 2.8874 2.4779
H 3.6707 3.3054 3.8985
O -4.4858 0.1357 -0.2635
H -5.2317 0.7277 -0.1665
H -4.8740 -0.6979 -0.5292
O 1.4060 -0.4642 -5.5300
H 2.1794 -0.9469 -5.8218
H 0.9504 -1.0711 -4.9466
O -5.1046 -2.7151 -1.2895
H -4.3865 -2.7679 -1.9203
H -4.8009 -3.2230 -0.5371
O 0.1851 3.4404 -1.9102
H 0.1109 3.0953 -2.7999
H -0.7201 3.5541 -1.6206
O -1.1530 -1.3598 3.4522
H -1.3547 -1.7044 2.5823
H -2.0067 -1.1517 3.8318
O 0.7773 -4.2492 -0.8434
H -0.0122 -3.8165 -1.1685
H 0.6071 -4.3910 0.0878
O -4.5229 -4.0930 0.8737
H -4.7261 -4.7760 1.5129
H -3.5935 -3.9075 1.0078
O 0.3263 -4.3891 1.6621
H -0.0599 -5.0096 2.2802
H 1.1649 -4.1485 2.0560
O 0.8623 1.8548 5.4067
H -0.0330 2.0095 5.7080
H 0.7985 1.8608 4.4517
O 2.5891 -1.3282 1.6479
H 1.8119 -1.0334 1.1732
H 3.0726 -1.8562 1.0125
O 1.1605 -2.0539 4.6125
H 0.3115 -2.0585 4.1704
H 1.8012 -2.0793 3.9018
O -1.8455 -3.4728 -1.5782
H -2.1863 -3.0593 -2.3714
H -2.3092 -4.3084 -1.5249
O -3.7424 3.1594 1.9084
H -3.3872 2.5109 2.5163
H -4.6782 2.9624 1.8672
O 1.4545 1.0648 -1.2847
H 1.9492 0.7520 -2.0421
H 1.1755 1.9474 -1.5283
O 0.2317 1.0322 2.8327
H 1.0931 0.6576 2.6483
H -0.3257 0.2751 3.0123
O -3.7156 1.7837 4.2684
H -4.0744 1.6996 5.1518
H -4.0503 1.0192 3.7997
O 2.2078 5.1909 -1.3444
H 1.4890 4.6241 -1.6240
H 1.7832 6.0117 -1.0950
O -0.0812 -0.8620 -2.9030
H -0.1102 -0.9369 -1.9491
H -0.2844 0.0569 -3.0778
O 3.1235 -2.6396 -0.8382
H 3.9363 -3.1313 -0.7207
H 2.4393 -3.3086 -0.8595
O -0.0412 3.6448 1.6069
H 0.1970 2.7686 1.9097
H -0.6929 3.4932 0.9224
O -1.9999 -2.8528 1.1659
H -1.2280 -3.4121 1.2533
H -2.0832 -2.7043 0.2240
O 2.7365 2.8905 -4.2090
H 1.9133 2.4656 -4.4497
H 2.6381 3.7932 -4.5115
O 0.8017 -3.4312 -4.4410
H 1.2218 -4.0973 -3.8969
H 0.4487 -2.7982 -3.8158
O 3.5663 -0.2946 -2.6849
H 3.2714 -1.0392 -2.1607
H 4.2418 -0.6571 -3.2581
O 5.4086 -0.8665 2.5082
H 5.8523 -1.3019 1.7804
H 4.5038 -0.7662 2.2122
O 4.7278 2.3589 -2.2906
H 4.3401 1.5019 -2.1129
H 4.1203 2.7750 -2.9022
O 0.0959 -0.5318 0.2550
H 0.5119 0.1701 -0.2455
H -0.8063 -0.2367 0.3781
O 0.3783 1.7595 -4.6636
H 0.8101 1.0331 -5.1132
H -0.2770 2.0723 -5.2873
O -2.0328 1.3845 -0.9198
H -2.8520 0.8977 -0.8292
H -2.2502 2.2740 -0.6407
O 3.5100 2.3693 0.6555
H 2.6799 1.9951 0.3603
H 4.0152 2.4959 -0.1476

Atomic forces in eV per Å
O 0.4 0.4 -0.9
H -0.2 -0.3 1.1
H 0.0 0.2 -0.3
O 0.0 0.2 0.2
H -0.2 -0.2 0.2
H 0.0 0.0 -0.5
O -0.3 0.2 0.5
H 0.2 0.0 -0.7
H 0.0 0.0 0.3
O 0.1 0.1 0.4
H -0.1 0.3 0.0
H -0.2 -0.8 -0.4
O 0.0 0.0 -0.4
H 0.2 0.0 -0.1
H -0.1 -0.3 0.4
O -0.1 0.9 -0.6
H 0.0 0.1 -0.3
H -0.2 -0.5 0.6
O 0.1 0.0 -0.2
H 0.0 -0.2 -0.6
H -0.3 0.0 0.5
O 0.1 0.1 0.2
H -0.3 -0.2 -0.6
H -0.3 0.3 0.1
O 0.8 -0.1 -1.0
H -0.3 0.3 -0.3
H -0.1 -0.2 0.4
O -0.2 -0.3 0.2
H -0.3 -0.2 0.0
H 0.8 0.4 0.4
O -0.4 -0.1 0.6
H -0.1 -0.4 0.2
H 0.4 0.5 0.3
O 0.2 0.1 0.8
H -0.1 0.1 0.0
H -0.1 0.0 -0.4
O 0.2 -0.2 1.0
H -0.6 0.2 -0.4
H 0.0 -0.1 -0.5
O 0.5 -0.6 0.3
H -0.4 0.3 0.0
H 0.4 0.2 -0.2
O -0.2 0.2 0.2
H 0.2 0.3 -0.4
H -0.1 -0.5 0.0
O -0.3 0.3 -0.7
H 0.4 0.1 0.5
H -0.2 0.0 0.1
O 0.2 -0.2 0.2
H 0.5 -0.3 -0.3
H -0.4 0.8 0.2
O 0.2 0.7 -0.4
H 0.4 -0.1 0.0
H -0.3 -0.5 0.3
O 0.1 0.2 0.0
H 0.0 0.1 0.2
H -0.1 -0.7 0.0
O 0.6 0.4 -0.2
H -0.3 -0.3 0.1
H 0.0 0.2 0.2
O -0.2 -0.8 -0.6
H 0.1 0.1 0.7
H -0.1 0.5 0.0
O 0.7 0.5 0.0
H 0.4 -0.1 -0.1
H -1.0 -0.5 -0.1
O -0.1 0.5 -0.2
H 0.1 -0.4 0.3
H -0.2 0.0 -0.2
O -0.9 0.0 0.5
H 0.8 -0.2 0.1
H 0.2 0.3 -0.7
O 0.7 0.3 0.1
H -0.5 -0.1 -0.1
H 0.1 0.3 0.0
O 0.0 0.0 -0.4
H 0.2 -0.2 0.1
H -0.2 0.4 0.4
O -0.1 0.3 -0.1
H -0.1 -0.6 0.5
H 0.2 0.1 -0.2
O 0.3 -0.2 0.2
H 0.2 0.0 -0.1
H -0.5 0.3 0.0
O 0.7 0.2 0.6
H -0.1 -0.4 -0.1
H -0.4 0.1 -0.3
O -0.4 -1.5 0.3
H 0.5 0.9 -0.6
H -0.3 0.4 0.1
O -1.0 0.8 0.6
H 0.6 -1.1 -0.4
H -0.2 0.2 -0.1
O 0.7 -0.8 -0.4
H -0.5 -0.2 0.1
H -0.2 0.6 0.2
O 0.0 -0.3 0.5
H -0.3 -0.1 -0.2
H 0.3 0.3 -0.4


| no. | energy (Eh) | E_HOMO (Ha) | E_LUMO (eV) |
| --- | --- | --- | --- |
| 1 | -801.755898 | -0.4934 | -6.1 |
| 2 | -3565.140207 | -0.4195 | -4.9 |
| 3 | -2522.586065 | -0.3362 | -1.0 |